23
Properties=species:S:1:pos:R:3:forces:R:3:nbo_charge:R:1 method="wB97M-V/def2-TZVPD" spin_multiplicity=2 lumo_energy_ha="0.11619 / 0.11492" gap_ev="2.437 / 8.069" s2=0.75 charge=-1
C -0.3680 2.2047 0.0785 -0.36 0.05 0.42 -0.317
C -1.2498 1.9248 1.3023 0.03 -0.36 -0.31 -0.729
S -2.9656 1.4410 0.8487 -0.18 0.55 0.17 -0.206
N 1.0696 2.1606 0.3948 -0.25 -0.04 0.37 -0.990
H -0.6335 3.1815 -0.3215 0.12 0.04 -0.12 0.200
H -0.5704 1.4644 -0.6965 0.06 -0.06 -0.05 0.195
H -1.3441 2.7925 1.9539 0.08 0.05 0.06 0.190
H -0.8389 1.0946 1.8756 0.08 0.08 0.14 0.193
H -2.5966 0.4197 0.0897 0.14 -0.38 -0.24 0.100
H 1.6452 1.1918 -0.5508 0.13 -0.57 -0.82 0.257
H 1.1942 1.5093 1.1738 0.06 0.19 0.20 0.338
H 1.3978 3.0666 0.7547 0.05 -0.03 -0.14 0.297
C -0.4292 -2.6794 -1.3045 -0.05 0.64 -0.18 -0.619
C 0.7940 -2.5662 -0.4022 0.16 -0.61 0.31 -0.406
C 1.1005 -1.1314 -0.0111 -0.01 0.20 -0.21 -0.533
S 1.7860 -0.1136 -1.3734 -0.05 0.33 0.39 -0.353
H -1.3528 -2.6313 -0.7231 0.01 -0.10 0.03 0.196
H -0.4479 -3.5698 -1.9309 0.04 -0.11 0.09 0.197
H -0.4363 -1.8028 -1.9626 -0.03 -0.19 -0.12 0.222
H 0.6220 -3.1353 0.5227 -0.05 0.07 -0.05 0.189
H 1.6643 -3.0520 -0.8535 0.02 0.23 -0.16 0.196
H 1.8025 -1.0871 0.8210 -0.07 -0.09 0.08 0.200
H 0.1568 -0.6825 0.3142 0.07 0.11 0.15 0.184